Molecular formula: H7O3
Method: DFT, ωB97M-V/def2-TZVPD

Element x y z (Å)
O1 -0.024 -0.203 -0.903
O2 -2.163 1.341 0.454
O3 1.789 -1.689 0.498
H1 0.822 -0.749 -0.512
H2 -0.947 -0.068 -0.572
H3 -2.957 1.895 0.497
H4 2.722 -1.352 0.285
H5 2.004 -1.797 1.451
H6 0.420 0.506 -1.443
H7 -1.666 2.117 0.245

## Properties
Total charge: +1
Multiplicity: 1

Atom charges from the Mulliken analysis, given in e for atoms 1 to 2:
1. O -0.392
2. O -0.648



Molecular formula: H7O3S
Method: DFT, ωB97M-V/def2-TZVPD

Element x y z (Å)
S1 -0.191 -0.253 0.220
O1 1.508 -1.850 2.214
O2 -1.355 -0.517 -2.666
O3 0.100 2.844 0.174
H1 1.173 -1.014 1.799
H2 0.970 -2.468 1.695
H3 -1.074 0.367 -2.436
H4 1.083 -0.362 -0.193
H5 -0.097 2.768 -0.761
H6 -1.043 -0.977 -1.859
H7 -0.102 1.873 0.343

## Properties
Total charge: -1
Multiplicity: 1

Atom charges from the Mulliken analysis, given in e for atoms 1 to 2:
1. S -1.014
2. O -0.653



no.,LUMO (hartree),gap between HOMO and LUMO (eV)
1,-0.1586,12.0
2,0.1480,8.2